# 1
103
Properties=species:S:1:pos:R:3:forces:R:3:lowdin_charge:R:1 method="wB97M-V/def2-TZVPD" charge=+1 energy_ha=-4458.4914 homo_lumo_gap_ev="7.663 / 2.739" multiplicity=2 lumo_energy_ev="-2.29 / -7.21"
Cl -2.4104 -1.9271 0.2091 -0.2 0.4 0.4 0.554
C -1.4262 -0.4270 -0.0736 -0.9 -0.2 0.5 -0.580
C -2.2774 0.7979 -0.3632 -0.3 1.4 -1.7 -0.568
Cl -1.6798 2.4368 0.2666 -0.3 -1.6 0.1 0.594
H -0.9061 -0.7610 -0.9714 0.7 0.7 0.5 0.058
H -0.8742 -0.2508 0.8496 0.5 -0.3 -0.5 0.031
H -3.3565 0.7891 -0.2096 0.3 -0.5 0.8 0.061
H -2.2168 0.9870 -1.4350 0.0 -0.1 -0.1 0.049
Cl -7.0389 -0.2895 -2.3264 -0.3 -0.2 0.2 0.575
C -6.1670 1.2303 -2.4548 0.4 1.1 -2.4 -0.667
C -6.0181 1.6152 -4.0204 0.9 -0.4 2.4 -0.584
Cl -4.7168 2.8526 -4.0924 -0.1 0.3 0.0 0.527
H -5.1690 1.1199 -2.0308 -0.2 -0.1 0.0 0.028
H -6.6845 2.0707 -1.9921 -0.1 -0.4 0.3 0.068
H -6.9336 2.0716 -4.3966 0.2 -0.5 -0.2 0.071
H -5.5730 0.7666 -4.5399 -0.7 0.0 -0.3 0.043
O 0.8714 -4.1078 5.8083 -0.4 -1.2 0.1 -0.243
P 1.2288 -2.7538 5.4506 -0.1 0.1 -1.4 0.610
N 2.8504 -2.7644 4.8017 -1.0 0.9 0.9 -0.227
C 3.8809 -3.7131 5.3011 -1.4 1.1 0.9 -0.038
C 3.3792 -1.6240 4.0364 -1.8 -1.1 -1.0 -0.079
N 1.0607 -1.8242 6.8670 0.8 0.5 -0.4 -0.189
C 0.5775 -2.4073 8.1351 -0.5 -1.1 -0.4 -0.041
C 1.4268 -0.4113 6.8696 0.3 0.1 0.2 -0.061
N 0.0962 -2.0540 4.3067 2.1 1.0 0.8 -0.212
C 0.2847 -0.8568 3.4701 -0.4 0.8 0.2 -0.110
C -0.8738 -2.9175 3.6602 0.3 -1.2 0.2 -0.087
H 3.3784 -4.3331 6.0435 0.3 -0.6 -0.5 0.083
H 4.5164 -3.0429 5.8800 0.8 -0.4 -0.2 0.095
H 4.3683 -4.2216 4.4692 0.0 -0.1 0.3 0.107
H 4.4538 -1.5883 3.8571 0.0 0.3 1.2 0.107
H 2.7814 -0.7718 4.3596 1.0 0.6 -0.2 0.059
H 3.0525 -1.8546 3.0225 -0.3 0.4 -0.5 0.086
H -0.0168 -3.2915 7.9045 -0.1 0.2 -0.2 0.085
H 1.3385 -2.8285 8.7921 0.6 0.5 -0.2 0.106
H -0.0404 -1.7186 8.7115 0.2 0.3 -0.3 0.106
H 1.6044 -0.0790 7.8924 -0.8 0.2 0.0 0.104
H 2.3949 -0.1826 6.4241 0.1 -0.4 -0.5 0.084
H 0.6640 0.1257 6.3058 0.0 0.4 0.4 0.095
H -0.6670 -0.5473 3.0383 -0.2 -0.8 -0.3 0.077
H 0.4457 0.0991 3.9685 1.0 -0.3 0.7 0.087
H 0.9951 -1.0068 2.6571 0.1 0.0 0.0 0.079
H -1.6684 -2.3058 3.2330 -0.2 -0.2 0.4 0.074
H -1.1719 -3.6932 4.3656 -0.4 0.2 -0.1 0.089
H -0.3984 -3.4441 2.8326 0.0 0.0 -0.3 0.101
O -4.3301 -1.3923 -6.6595 1.3 -1.1 1.3 -0.307
P -3.1696 -1.9425 -5.8708 1.9 0.4 -1.3 0.621
N -1.7433 -0.8689 -5.8516 -1.9 0.2 1.5 -0.284
C -0.9720 -0.7491 -7.0716 -1.4 0.0 -0.4 -0.130
C -1.9871 0.4569 -5.1992 -0.5 -0.1 -0.3 -0.142
N -2.5030 -3.3954 -6.5109 -1.1 1.2 0.1 -0.315
C -1.4594 -4.2105 -5.8928 -0.1 -0.2 -1.2 -0.106
C -3.1084 -4.0028 -7.7218 0.8 1.3 0.3 -0.106
N -3.4235 -2.2860 -4.2529 -0.4 0.1 -0.2 -0.305
C -4.7142 -2.9560 -3.9321 1.2 0.6 -0.7 -0.076
C -2.3051 -2.3699 -3.3395 0.4 0.7 0.7 -0.154
H -1.4112 0.0536 -7.6640 0.4 0.5 -0.1 0.081
H -1.2295 -1.6138 -7.6834 0.9 -0.4 0.0 0.069
H 0.0805 -0.5626 -6.8585 0.0 -0.3 -0.2 0.085
H -2.7955 0.3812 -4.4720 0.5 -0.2 0.6 0.039
H -2.3563 1.3014 -5.7811 -0.5 -0.5 -1.4 0.063
H -1.1072 0.9962 -4.8486 0.5 -1.0 0.8 0.075
H -0.4883 -3.8616 -6.2441 0.3 -0.1 0.0 0.080
H -1.3826 -4.3596 -4.8158 -0.7 0.3 -0.1 0.064
H -1.6783 -5.1689 -6.3636 0.6 -0.4 0.4 0.075
H -3.6764 -3.1866 -8.1683 -1.1 -0.6 0.3 0.069
H -2.4254 -4.1872 -8.5511 0.8 -0.3 0.3 0.076
H -3.5609 -4.9520 -7.4350 -0.7 0.2 -0.4 0.083
H -5.3194 -2.6806 -4.7959 -0.6 -0.5 0.3 0.069
H -4.5156 -4.0256 -3.8651 -0.4 -0.2 0.0 0.081
H -5.1737 -2.5821 -3.0172 0.2 0.1 0.0 0.052
H -2.4002 -3.0293 -2.4769 -0.8 -0.4 -0.3 0.058
H -2.2152 -1.3861 -2.8788 0.5 0.2 0.1 0.045
H -1.3513 -2.6516 -3.7857 -0.2 0.4 -0.2 0.061
O 2.8372 4.0438 3.4125 0.5 0.1 0.2 -0.298
P 3.1753 3.9785 1.9812 -1.4 0.3 -2.5 0.586
N 1.6934 4.0946 1.0822 1.5 0.1 0.1 -0.285
C 1.5334 3.9087 -0.3640 -0.5 -0.4 0.3 -0.153
C 0.4074 4.3680 1.7944 1.3 -0.1 -0.2 -0.133
N 3.9426 2.5043 1.4454 -0.8 0.2 1.6 -0.270
C 5.2523 2.2040 2.1546 -0.8 0.2 -0.5 -0.102
C 3.0277 1.2998 1.3122 1.5 0.9 -0.3 -0.104
N 4.1548 5.2474 1.3946 0.5 -1.4 -0.2 -0.290
C 4.4085 5.5854 -0.0192 -0.2 0.1 -0.5 -0.106
C 5.1883 5.7684 2.2697 -0.8 1.4 1.1 -0.149
H 2.3553 3.4071 -0.8750 0.1 -0.2 0.4 0.067
H 1.3301 4.8027 -0.9535 0.1 0.5 0.3 0.081
H 0.6303 3.3039 -0.4453 0.2 -0.2 -0.5 0.007
H 0.1256 3.4307 2.2743 -0.4 0.4 0.4 0.048
H -0.3698 4.6830 1.0981 0.2 -0.2 -0.3 0.050
H 0.5175 5.2132 2.4738 0.1 -0.4 0.3 0.080
H 5.8595 1.6337 1.4517 0.2 0.1 0.1 0.078
H 5.7906 3.0848 2.5045 -0.2 0.4 -0.7 0.058
H 5.1945 1.6633 3.0993 -0.7 -0.5 0.0 0.067
H 2.3517 1.0045 2.1147 -0.1 0.7 0.6 0.049
H 2.4419 1.4699 0.4089 0.0 -0.4 0.0 0.060
H 3.7195 0.4610 1.2340 -0.1 -0.2 -0.6 0.068
H 5.4607 5.6054 -0.3027 0.4 0.3 0.8 0.081
H 4.0800 4.9474 -0.8397 -0.8 -0.6 0.7 0.062
H 3.9545 6.5556 -0.2205 0.2 0.2 0.0 0.086
H 4.7506 5.8038 3.2673 0.4 -0.4 0.3 0.077
H 5.3436 6.8314 2.0854 -0.1 0.2 -0.5 0.083
H 6.2005 5.3641 2.2857 -0.1 -0.7 -0.3 0.075

---

# 2
101
Properties=species:S:1:pos:R:3:forces:R:3:lowdin_charge:R:1 method="wB97M-V/def2-TZVPD" energy_ha=-2018.1313 smiles=COC[C@H](C)N.COC[C@H](C)N.COC[C@H](C)N.OCCO.OCCO.OCCO.OCCO.OCCO homo_lumo_gap_ev=9.090 multiplicity=1 lumo_energy_ev=0.36
C 13.0649 -12.0399 -0.8644 1.4 0.0 -0.6 -0.077
O 12.0418 -11.4368 -1.6644 -0.4 -1.1 0.2 -0.236
C 11.3428 -12.2028 -2.7155 0.4 0.6 0.5 -0.110
C 10.0946 -11.3613 -3.0210 0.0 -2.1 0.9 -0.481
C 9.1334 -12.0087 -3.9688 -1.5 -2.2 0.9 -0.074
N 10.4851 -10.2211 -3.7221 1.2 2.6 -0.5 0.049
H 13.6791 -11.3114 -0.3350 -0.6 0.9 -0.2 0.072
H 13.8459 -12.4710 -1.4908 -0.2 -0.5 -0.4 0.091
H 12.8391 -12.7433 -0.0630 -1.1 -0.3 -0.4 0.090
H 11.9872 -12.2897 -3.5903 0.2 0.5 -0.3 0.127
H 11.1209 -13.2540 -2.5317 -0.2 0.1 1.1 0.127
H 9.6432 -11.0741 -2.0713 -0.1 -0.2 0.0 0.144
H 8.6564 -12.9185 -3.6042 0.4 -0.5 0.2 0.078
H 9.6435 -12.2798 -4.8932 -0.3 0.3 -0.2 0.091
H 8.2264 -11.4137 -4.0754 0.4 0.6 -0.6 0.088
H 10.7249 -10.6091 -4.6232 0.5 0.7 -0.5 0.082
H 9.6158 -9.7326 -3.8829 0.1 0.7 -0.2 0.090
C 22.4812 -9.8177 -5.5372 -1.0 0.4 1.2 -0.074
O 22.2567 -10.5427 -4.3313 1.4 -1.4 -0.4 -0.202
C 21.4152 -10.0313 -3.3363 -1.2 -1.0 -0.4 -0.235
C 21.3567 -11.0564 -2.2140 -1.3 1.9 1.8 -0.407
C 20.3805 -10.5566 -1.0295 0.7 -0.7 -0.6 -0.048
N 22.6505 -11.2893 -1.6197 -0.2 -1.2 0.1 0.036
H 23.2315 -10.2034 -6.2274 0.4 -0.6 0.8 0.085
H 22.7909 -8.8492 -5.1445 -0.2 0.6 -1.0 0.091
H 21.5614 -9.8695 -6.1198 -0.2 0.8 0.0 0.060
H 21.6698 -9.0361 -2.9718 0.3 0.2 -0.1 0.127
H 20.3785 -10.0829 -3.6689 -0.3 0.9 -0.6 0.113
H 20.8314 -11.9355 -2.5871 0.7 -0.4 -0.1 0.137
H 19.3103 -10.4551 -1.2094 0.1 0.0 -0.8 0.043
H 20.6994 -9.6174 -0.5775 0.3 0.0 0.0 0.069
H 20.4305 -11.3457 -0.2793 0.2 0.1 0.2 0.068
H 23.2739 -11.6742 -2.3149 0.3 0.3 0.1 0.068
H 23.0296 -10.4537 -1.1976 0.1 0.1 -0.2 0.074
C 18.9660 -6.5326 -11.2596 -0.2 1.2 -0.4 -0.154
O 18.8554 -7.6788 -10.5354 0.9 -2.1 2.9 -0.200
C 19.2986 -7.5673 -9.1475 0.3 -1.5 -0.3 -0.156
C 18.6769 -8.7313 -8.3231 -0.4 1.8 1.6 -0.462
C 19.0864 -8.6429 -6.8350 0.1 0.2 -0.4 -0.055
N 18.9715 -10.0158 -8.8208 -0.5 -0.8 -1.2 0.041
H 19.7125 -5.8373 -10.8757 -0.1 0.2 0.3 0.084
H 17.9509 -6.1459 -11.1697 0.2 1.1 -1.0 0.096
H 19.3200 -6.7534 -12.2666 -0.6 -0.1 -0.2 0.089
H 20.3679 -7.7754 -9.1113 0.4 0.2 -0.2 0.119
H 19.1842 -6.5907 -8.6770 -0.6 0.2 -0.3 0.125
H 17.5993 -8.6248 -8.4481 -0.2 0.1 0.3 0.137
H 19.1134 -9.6150 -6.3426 -0.2 -0.2 -0.3 0.071
H 18.4267 -8.0240 -6.2268 0.2 0.3 -0.2 0.054
H 20.1116 -8.2735 -6.8119 0.0 0.3 0.3 0.063
H 18.6306 -9.8700 -9.7603 0.4 -1.2 -0.7 0.070
H 19.9533 -10.2516 -8.8467 0.2 0.2 -0.1 0.079
O 15.3514 -2.6436 -2.8870 -0.1 -0.1 -0.3 -0.046
C 14.7505 -3.8932 -2.6193 -1.0 -1.2 0.8 -0.240
C 13.8637 -4.5118 -3.6779 0.6 -0.8 0.3 -0.257
O 12.6969 -3.7169 -3.8341 0.6 0.3 -1.0 -0.047
H 14.7191 -2.0681 -3.3236 -0.3 0.1 0.0 0.104
H 15.5464 -4.5788 -2.3283 0.0 0.0 -0.2 0.112
H 14.0439 -3.8991 -1.7894 0.3 0.8 0.7 0.122
H 13.4529 -5.4744 -3.3734 0.6 -0.4 0.8 0.099
H 14.4928 -4.7991 -4.5204 -0.4 0.8 -1.0 0.120
H 12.2546 -4.1535 -4.5657 -0.5 0.4 -0.1 0.088
O 16.6353 -11.0588 2.9550 0.2 0.6 2.9 -0.029
C 16.1585 -11.1539 1.6879 -1.6 -0.5 -0.4 -0.318
C 17.3083 -10.9945 0.8288 2.5 -0.1 -0.6 -0.311
O 16.9734 -10.5867 -0.4338 -0.2 -0.6 -2.0 -0.068
H 15.9000 -10.8191 3.5238 0.2 -0.1 0.4 0.098
H 15.6999 -12.1375 1.5868 -0.4 -0.1 -0.6 0.127
H 15.4444 -10.3774 1.4139 -0.4 0.2 0.2 0.128
H 17.8815 -11.9212 0.7992 0.0 -0.2 -0.4 0.132
H 18.0267 -10.2868 1.2423 -0.1 0.3 0.6 0.131
H 16.6425 -9.6855 -0.4343 -0.3 0.4 -0.1 0.051
O 15.6238 -8.3871 -1.3684 2.2 0.2 -0.6 -0.092
C 16.1702 -8.0256 -2.6784 -2.0 0.4 0.1 -0.187
C 16.5610 -9.1603 -3.5876 -0.4 -1.1 0.3 -0.217
O 15.4431 -10.0622 -3.7799 0.8 0.6 0.2 -0.061
H 14.6723 -8.5033 -1.4204 -0.6 -0.1 -0.4 0.025
H 15.3095 -7.5863 -3.1828 0.1 0.6 -0.2 0.111
H 16.9646 -7.2827 -2.6066 0.0 -0.1 0.4 0.110
H 17.4142 -9.6856 -3.1583 0.1 -0.3 -0.1 0.108
H 16.8146 -8.8144 -4.5896 0.1 0.3 0.2 0.109
H 15.2332 -10.3458 -2.8870 -0.2 -0.3 0.2 0.057
O 17.3295 -3.9196 -4.3519 -0.7 -0.8 -1.2 -0.052
C 18.2520 -4.3935 -3.4402 2.3 1.1 1.3 -0.288
C 19.2197 -5.3852 -4.1008 -2.4 -0.3 1.5 -0.289
O 20.0469 -4.7726 -4.9911 0.8 1.1 -1.0 -0.032
H 16.7783 -3.2431 -3.9517 -0.3 0.3 0.3 0.050
H 18.8405 -3.5243 -3.1465 0.6 0.2 0.3 0.122
H 17.9128 -4.7349 -2.4621 -0.8 -0.6 -0.2 0.111
H 18.4680 -5.9739 -4.6267 0.4 -1.2 -0.1 0.104
H 19.8025 -5.8969 -3.3348 -0.2 -0.4 -0.1 0.126
H 19.4985 -4.0124 -5.1988 0.5 0.6 -0.9 0.081
O 10.5034 -9.1994 -0.4650 -0.7 -0.8 0.5 -0.063
C 10.9190 -7.8711 -0.5647 1.3 -0.6 -0.5 -0.228
C 11.9967 -7.8064 -1.6406 -0.7 1.0 -2.1 -0.216
O 12.9790 -8.8442 -1.6621 -0.6 0.9 0.8 -0.078
H 11.1285 -9.7768 -0.9096 0.2 -0.4 0.2 0.029
H 10.0202 -7.3490 -0.8929 0.4 0.8 0.3 0.124
H 11.3921 -7.5210 0.3527 -0.6 0.2 0.4 0.116
H 12.4453 -6.8247 -1.7929 0.5 0.1 0.9 0.106
H 11.4775 -7.8850 -2.5957 -0.3 -0.3 -0.2 0.105
H 12.5176 -9.5477 -2.1243 0.4 -0.8 -0.3 0.056